(1)
{"formula": "C6H11N3", "method": "ωB97M-V with the def2-TZVPD basis set", "fmax_ev_per_a": 7.8, "relative_energy_kj_mol": 800.3, "homo_energy_ev": -8.376, "orbital_gap_ev": 8.800, "species": ["C", "C", "C", "C", "C", "C", "H", "H", "H", "H", "H", "H", "H", "H", "H", "H", "H", "N", "N", "N"], "coordinates": [[2.3442, -0.6890, 0.9488], [1.9392, -0.3079, -0.6000], [-0.5053, -0.0395, -0.4680], [-2.1648, -1.7309, -0.0232], [-1.4142, 0.8910, -0.0431], [-2.0992, 1.7814, 0.4987], [1.7069, -1.7174, 1.0454], [1.8413, 0.3391, 1.6821], [3.5121, -0.7443, 0.9312], [1.9237, -0.9605, -1.5021], [2.4897, 0.5124, -1.0530], [-0.2821, 1.9826, 0.5558], [0.1696, 2.3765, -1.0714], [-2.6368, -2.1358, -0.9832], [-2.1271, -2.7276, 0.4589], [-2.7932, -0.8832, 0.5215], [-2.5467, 2.7983, 0.5353], [0.7394, 0.5353, -0.7126], [0.6781, 1.9752, -0.2857], [-0.7749, -1.2559, -0.4352]], "atomic_forces_ev_per_a": [[-2.01, 0.84, -1.61], [0.12, 2.98, 0.15], [1.80, -0.75, 0.08], [0.11, 0.64, -1.57], [-5.40, 4.86, 2.77], [0.68, -1.31, -2.25], [2.00, 2.50, 0.70], [1.86, -3.60, -2.28], [-2.40, -0.17, 0.69], [-0.20, -0.69, 1.48], [1.96, -0.24, 0.66], [4.34, 0.32, -2.80], [0.34, 0.28, 0.00], [0.12, 1.33, 0.91], [0.47, 1.03, 0.73], [1.12, -2.18, -1.11], [0.36, -1.50, 0.42], [-2.83, 0.31, 0.56], [-1.05, -1.40, 1.97], [-1.39, -3.27, 0.49]]}



(2)
{"formula": "C6H11N3O", "method": "ωB97M-V with the def2-TZVPD basis set", "fmax_ev_per_a": 5.5, "relative_energy_kj_mol": 423.6, "homo_energy_ev": -8.092, "orbital_gap_ev": 8.760, "smiles": "Cc1cc(=O)n(N(C)C)[nH]1", "species": ["C", "C", "C", "C", "O", "N", "N", "C", "C", "N", "H", "H", "H", "H", "H", "H", "H", "H", "H", "H", "H"], "coordinates": [[2.3989, 0.1943, 1.9323], [1.2420, 0.8243, 1.2601], [1.0367, 2.1295, 0.9258], [-0.0124, 2.1851, 0.0505], [-0.5065, 3.1134, -0.5357], [-0.5851, 0.7811, 0.0297], [-1.3281, 0.2597, -0.9622], [-2.4303, -0.6339, -0.6488], [-0.8724, 0.0394, -2.2779], [0.4173, 0.0336, 0.6617], [2.0379, -0.5506, 2.6745], [2.9316, 0.8002, 2.6405], [3.1175, -0.2967, 1.2907], [1.5404, 2.9411, 1.3185], [-2.7859, -0.4993, 0.2862], [-3.2724, -0.4694, -1.2204], [-2.0252, -1.7154, -0.9622], [-0.1332, 0.7410, -2.6525], [-0.1734, -0.9648, -2.4514], [-1.6267, -0.0962, -2.9638], [0.1942, -0.9284, 0.7019]], "atomic_forces_ev_per_a": [[-0.32, -1.02, 2.26], [2.94, 0.52, 0.60], [0.74, -1.75, 1.18], [-3.10, -0.48, -1.14], [-0.47, 0.18, -0.70], [0.80, 2.15, 0.12], [-1.41, 0.25, -0.32], [3.76, -2.42, -2.24], [5.07, -2.09, 0.00], [-2.41, -1.27, -2.02], [-0.05, -0.17, -0.74], [0.34, 1.06, -0.23], [-0.07, 0.03, -0.42], [1.00, 1.38, 0.41], [-0.46, -0.05, 3.46], [-1.60, 0.60, -1.91], [-1.24, 1.64, 1.27], [-0.42, 0.77, 0.24], [-1.66, 1.50, 0.84], [-1.95, 0.06, -1.30], [0.50, -0.90, 0.63]]}



(3)
{"formula": "C6H11N3O", "method": "ωB97M-V with the def2-TZVPD basis set", "fmax_ev_per_a": 2.9, "relative_energy_kj_mol": 208.3, "homo_energy_ev": -9.160, "orbital_gap_ev": 9.928, "smiles": "[H]/N=C(\\O)[C@@]1(N)C[C@@H]2N[C@@H]2C1", "species": ["H", "N", "C", "O", "C", "N", "C", "C", "N", "C", "C", "H", "H", "H", "H", "H", "H", "H", "H", "H", "H"], "coordinates": [[-1.4950, 0.8820, 1.4475], [-0.4775, 0.4938, 1.4916], [-0.3444, -0.0795, 0.3766], [-1.5208, 0.0401, -0.4323], [0.9228, -0.6858, -0.2436], [0.6776, -1.2256, -1.5637], [2.0354, 0.4066, -0.3147], [3.3136, -0.2659, 0.1334], [3.6457, -1.5063, -0.5727], [2.9894, -1.5763, 0.7364], [1.4922, -1.7839, 0.7014], [-1.3116, -0.4456, -1.2461], [0.0019, -1.9760, -1.6385], [0.6650, -0.5757, -2.3398], [2.0983, 0.8309, -1.3268], [1.8089, 1.2236, 0.3825], [4.1310, 0.3507, 0.5108], [4.6377, -1.7016, -0.4641], [3.5578, -1.9739, 1.5787], [1.0993, -1.6440, 1.7162], [1.1988, -2.7815, 0.3456]], "atomic_forces_ev_per_a": [[2.24, -0.74, 0.61], [-1.26, 0.37, 0.08], [-2.43, 1.52, -0.59], [2.03, -1.13, -0.18], [-0.25, 0.00, 0.22], [0.04, -0.16, -0.27], [-0.02, 0.15, -0.03], [0.19, 0.21, 0.19], [-0.05, -0.09, -0.23], [0.12, -0.06, 0.32], [-0.06, -0.12, 0.06], [-0.25, 0.19, -0.07], [0.22, 0.12, 0.03], [-0.04, -0.13, 0.26], [0.01, -0.13, 0.20], [-0.03, -0.24, -0.15], [-0.26, -0.15, -0.08], [-0.13, 0.02, -0.01], [-0.18, 0.13, -0.20], [0.04, 0.00, -0.22], [0.08, 0.22, 0.07]]}



(4)
{"formula": "C6H11N3O", "method": "ωB97M-V with the def2-TZVPD basis set", "fmax_ev_per_a": 10.4, "multiplicity": 3, "relative_energy_kj_mol": 0.0, "s_squared": 2.01, "homo_energy_ev": [-4.952, -9.938], "orbital_gap_ev": [5.718, 8.386], "species": ["C", "C", "C", "C", "C", "C", "N", "N", "N", "O", "H", "H", "H", "H", "H", "H", "H", "H", "H", "H", "H"], "coordinates": [[2.1941, -1.1094, -3.2379], [-1.8104, 1.0451, 0.2504], [-0.5557, 0.7414, 1.1740], [0.2890, -0.0138, 0.1560], [-0.9716, -0.1238, 2.4005], [1.7453, -0.1734, 0.5203], [-1.5093, 0.3502, -1.0195], [-0.2110, -0.1765, -1.0060], [1.1934, -1.7410, -3.3416], [3.1968, -0.5141, -3.2924], [-2.7375, 0.6472, 0.7518], [-2.0441, 2.0779, 0.0090], [-0.1660, 1.6758, 1.4892], [-1.9103, 0.3478, 2.8166], [-0.0681, 0.0674, 3.1368], [-1.2164, -1.1789, 2.1764], [2.4413, 0.6307, 0.1283], [2.0719, -1.1779, 0.0079], [1.6031, -0.2117, 1.5938], [-1.7939, 0.7460, -1.8831], [0.2592, -1.9089, -2.8306]], "atomic_forces_ev_per_a": [[-0.09, 0.45, -0.04], [-0.66, -0.73, 0.74], [-2.47, -1.74, -2.39], [3.49, 1.76, 9.15], [0.87, 1.85, 1.23], [-0.92, -1.28, -2.43], [2.87, -0.71, 2.38], [-4.96, -0.63, -9.12], [-2.93, -1.36, 0.82], [0.33, 0.07, 0.20], [0.73, 0.11, -0.77], [0.37, 0.36, 0.26], [0.69, 0.94, 0.49], [1.10, -0.48, 0.05], [-2.08, -1.11, -0.97], [0.60, 0.57, 0.06], [-0.58, -0.60, 0.58], [-0.13, 1.66, 1.34], [1.33, -0.19, 0.28], [-0.34, 0.15, -0.88], [2.78, 0.90, -0.97]]}



(5)
{"formula": "C6H11N3O2", "method": "ωB97M-V with the def2-TZVPD basis set", "fmax_ev_per_a": 5.5, "relative_energy_kj_mol": 94.9, "homo_energy_ev": -8.031, "orbital_gap_ev": 8.698, "species": ["C", "C", "C", "C", "C", "C", "N", "N", "N", "O", "O", "H", "H", "H", "H", "H", "H", "H", "H", "H", "H", "H"], "coordinates": [[1.7092, -2.3319, -0.3855], [-1.8594, 0.4246, 1.2131], [1.3957, 0.0354, -0.9980], [-0.3884, -1.0020, -0.0187], [-2.1532, 0.9723, 2.6259], [0.7785, 0.3313, -2.3338], [2.3102, -1.0522, -0.7281], [0.3968, -2.1841, 0.0965], [-0.6931, -0.3815, 1.1784], [2.3797, -3.3257, -0.3161], [-2.5795, 0.5765, 0.2626], [1.6918, 0.9303, -0.4866], [-1.1868, -0.8976, -0.7057], [-2.8724, 0.1903, 2.8361], [-1.2424, 1.0426, 3.2988], [-2.7298, 1.9963, 2.5488], [0.1796, -0.4507, -2.7718], [1.5274, 0.6069, -2.9675], [0.0399, 1.1526, -2.0536], [3.1848, -1.0577, -1.2211], [-0.1657, -2.9766, -0.1524], [-0.3362, -0.7363, 2.1214]], "atomic_forces_ev_per_a": [[2.07, 2.68, 0.27], [1.67, -0.06, 1.33], [-2.48, -2.39, 1.45], [5.23, 1.69, -0.51], [-0.24, 1.61, -1.21], [-2.29, 0.33, 2.62], [-2.66, -0.65, -0.05], [-1.03, -0.37, -0.56], [-1.29, 0.29, 2.36], [-0.71, -0.52, -0.36], [-0.07, 0.22, -0.36], [-0.12, 0.37, 0.53], [-0.49, -0.26, -0.91], [-0.28, 0.06, 1.35], [-1.37, -0.28, -0.77], [1.27, -2.13, 0.17], [0.02, -0.57, -0.06], [1.76, 1.23, -2.29], [1.05, -0.65, -0.97], [0.19, -0.54, -0.03], [0.17, -0.78, 0.27], [-0.41, 0.71, -2.27]]}



(6)
{"formula": "C6H11N3O2", "method": "ωB97M-V with the def2-TZVPD basis set", "fmax_ev_per_a": 4.3, "relative_energy_kj_mol": 278.1, "homo_energy_ev": -9.751, "orbital_gap_ev": 10.364, "smiles": "[H]/N=C(/C)OC.C/C=N/N=C=O", "species": ["H", "N", "C", "C", "O", "C", "H", "H", "H", "H", "H", "H", "C", "C", "N", "N", "C", "O", "H", "H", "H", "H"], "coordinates": [[-1.3263, 1.5196, -0.7207], [-0.8604, 1.5720, 0.1528], [0.3070, 1.2083, 0.2548], [1.2053, 1.3013, 1.4964], [1.0950, 0.7109, -0.8653], [0.4548, 0.7466, -2.1239], [0.6625, 0.9484, 2.3017], [1.4632, 2.2996, 1.7277], [2.1749, 0.8536, 1.2545], [-0.0344, 1.6468, -2.2105], [-0.1215, -0.1187, -2.1925], [1.2008, 0.7264, -2.8685], [0.9681, -2.1802, 0.6615], [-0.2629, -1.2388, 0.7511], [-0.9872, -1.4244, -0.2697], [-2.1995, -0.8603, -0.3204], [-3.1118, -0.1106, -0.1954], [-4.0280, 0.5768, -0.3696], [0.8019, -2.9971, -0.1049], [1.1622, -2.7961, 1.6109], [1.8607, -1.5214, 0.2790], [-0.4243, -0.8626, 1.7512]], "atomic_forces_ev_per_a": [[-0.12, -0.14, -0.91], [-1.35, 1.08, 1.72], [3.42, -0.37, -2.03], [0.43, -0.07, -2.90], [-0.12, 0.95, 2.20], [1.52, -0.61, 1.33], [-0.63, -1.11, 1.80], [-0.12, 1.41, -0.04], [-0.46, -0.54, 0.44], [-1.63, 1.93, -0.51], [-1.52, -1.24, -0.48], [1.07, -0.14, -0.78], [1.24, 0.11, -0.47], [1.85, -3.92, 0.25], [-0.73, 0.44, 0.07], [-0.73, -0.05, 0.33], [1.57, -0.82, -0.94], [-1.54, 1.04, 0.49], [0.00, 1.29, 0.59], [-0.02, 1.53, -1.03], [-1.28, -1.51, 1.12], [-0.82, 0.75, -0.26]]}